Record 1
A structure of composition C29H50IrN4O4Se in a non-equilibrium geometry, computed with the ωB97M-V functional and the def2-TZVPD basis.

Positions of all 89 atoms, in Å:
Ir  -1.55913  -0.45557  -0.04236
C  -3.74843  0.77053  3.65484
C  -2.97393  0.82983  2.33434
C  -2.31953  2.23463  2.21714
C  -2.33773  3.03453  0.89034
C  -1.58753  4.34243  1.13544
C  -3.74783  3.28603  0.37774
N  -1.51183  2.24973  -0.11446
C  -1.58103  2.43973  -1.57986
C  -0.89303  1.28773  -2.35316
N  -1.58253  -0.02297  -2.30626
C  -2.92363  0.09033  -2.83466
C  -3.95803  0.40813  -1.67306
O  -4.83343  1.20333  -1.91016
O  -3.70523  -0.18877  -0.59186
C  -0.73053  -1.18347  -2.74516
C  -1.42713  -2.15657  -3.68916
C  0.01797  -1.93327  -1.58136
C  -0.51463  -3.08977  -0.64066
C  0.70767  -3.45827  0.21514
C  -0.95193  -4.35447  -1.38256
N  -1.66033  -2.63277  0.20114
C  -1.70133  -2.74977  1.66794
C  -2.57233  -1.65187  2.33094
N  -1.99123  -0.29397  2.21194
C  -0.79373  -0.11647  3.02814
C  0.36937  0.51853  2.21094
O  1.22157  1.19323  2.74734
O  0.34057  0.27803  0.95924
H  -4.54183  1.51123  3.63574
H  -3.10573  0.99013  4.50204
H  -4.20623  -0.20177  3.80264
H  -3.69433  0.67693  1.52604
H  -1.28603  2.19523  2.56174
H  -2.84433  2.87393  2.92804
H  -2.08663  4.93123  1.89894
H  -1.54593  4.95203  0.23704
H  -0.57283  4.14913  1.48484
H  -4.36253  3.63563  1.20084
H  -4.23053  2.39823  -0.01806
H  -3.76373  4.06573  -0.37956
H  -1.79053  1.22743  0.05024
H  -0.53183  2.31133  0.18784
H  -1.06803  3.36693  -1.84616
H  -2.62863  2.53153  -1.86766
H  0.12637  1.15623  -1.97426
H  -0.82403  1.62523  -3.39716
H  -3.28563  -0.83457  -3.26836
H  -3.01643  0.88453  -3.57766
H  0.08957  -0.73627  -3.32206
H  -2.29303  -2.62087  -3.22956
H  -0.72693  -2.94187  -3.96396
H  -1.72943  -1.65767  -4.60656
H  0.47367  -1.17917  -0.92396
H  0.86237  -2.40347  -2.09076
H  1.50257  -3.82377  -0.42996
H  0.47247  -4.25507  0.91584
H  1.09617  -2.59957  0.75764
H  -0.26523  -4.60397  -2.18406
H  -1.94683  -4.26087  -1.80396
H  -0.96623  -5.19057  -0.68666
H  -2.52653  -2.99857  -0.18716
H  -0.68883  -2.67657  2.06094
H  -2.11383  -3.71957  1.96974
H  -2.69143  -1.92897  3.38584
H  -3.55113  -1.62627  1.84944
H  -0.41293  -1.08207  3.36324
H  -0.98473  0.47753  3.92424
C  8.17197  -0.76227  -0.49536
C  6.79757  -0.22437  -0.37866
C  6.17117  0.41933  -1.45216
C  4.89057  0.91873  -1.35536
C  4.22407  1.54333  -2.53796
C  4.21117  0.78703  -0.11696
Se  2.53247  1.53433  0.09194
C  4.81027  0.10973  0.97414
C  4.07077  -0.08787  2.25534
C  6.09197  -0.36837  0.82224
H  8.53227  -0.73717  -1.51906
H  8.21317  -1.78537  -0.12216
H  8.85457  -0.17537  0.12314
H  6.70667  0.52473  -2.38596
H  4.91277  1.63183  -3.37206
H  3.84927  2.53743  -2.29456
H  3.38257  0.93133  -2.86866
H  3.26457  -0.81187  2.11274
H  3.61457  0.83483  2.61114
H  4.73637  -0.45757  3.02784
H  6.56937  -0.85957  1.65744

Atomic forces in eV per Å
-2.5 0.3 2.0
0.3 -0.2 -0.2
-0.7 0.4 0.1
0.2 -0.2 -0.2
-0.6 0.3 0.6
0.2 -0.1 -0.2
0.1 -0.1 -0.1
0.6 -1.0 0.0
-0.2 0.0 -1.0
0.4 0.4 0.0
1.0 -0.9 2.4
-1.8 0.2 0.7
1.0 1.1 -3.5
-0.4 -0.2 0.5
1.9 -1.7 3.0
0.9 -0.8 -0.4
0.1 0.3 0.1
0.2 0.0 -0.5
1.0 -0.4 -0.7
-0.3 0.2 0.1
-0.1 0.1 0.2
-0.3 2.9 -0.3
-0.1 0.1 1.0
-0.2 -0.6 0.0
0.5 -0.8 -2.4
1.0 0.1 -0.1
0.1 0.7 2.6
-1.0 -0.5 0.3
-1.4 -1.7 -3.4
-0.1 0.1 0.0
0.1 0.0 0.2
-0.1 -0.1 0.1
0.1 0.0 0.0
0.0 0.1 0.2
0.1 0.0 -0.1
-0.2 0.0 0.1
0.0 0.1 -0.1
0.1 0.0 0.0
0.0 0.1 0.2
-0.1 -0.1 -0.1
0.0 0.0 -0.1
-0.8 2.2 0.5
0.1 -0.2 0.0
0.0 -0.1 0.2
0.0 0.1 0.1
0.0 0.0 0.0
0.0 -0.1 0.1
0.2 -0.1 -0.1
0.2 -0.1 0.0
0.0 -0.1 0.1
-0.1 -0.1 0.0
0.0 0.0 0.0
-0.1 0.0 -0.1
0.4 -0.2 -0.3
0.1 0.0 0.0
0.0 0.0 -0.1
0.0 -0.1 0.1
0.1 0.1 0.1
0.1 0.0 -0.1
-0.2 0.0 -0.2
0.0 -0.1 0.0
-0.1 0.2 -0.1
0.0 -0.1 -0.1
0.1 0.1 -0.1
-0.1 0.1 -0.1
-0.1 0.0 0.1
-0.1 0.0 0.0
0.0 0.0 -0.2
0.4 -0.1 0.1
-0.7 0.2 0.0
0.3 -0.1 0.2
-0.2 -0.4 0.2
0.1 0.2 -0.1
0.1 -0.1 -0.3
0.2 0.5 -0.4
0.0 0.4 -0.1
0.0 0.0 0.2
0.1 0.0 -0.3
0.1 0.0 -0.1
0.1 0.0 0.0
0.0 0.0 0.0
0.1 0.0 -0.1
0.1 0.0 -0.1
0.0 0.0 -0.1
-0.1 0.0 0.0
0.0 0.0 0.1
0.0 0.0 -0.1
0.1 -0.1 0.1
0.1 -0.1 0.1

## Properties
Total charge   +2
E   -113202.5040 eV
2S+1   2
<S²>   0.822

Löwdin atomic charge list, values in e, 2 entries:
1 Ir 1.366
2 C -0.008

Record 2
A structure of composition C29H50N2O2P2Re in a non-equilibrium geometry, computed with the ωB97M-V functional and the def2-TZVPD basis.

Positions of all 86 atoms, in Å:
Re  0.31070  -0.89555  0.19138
C  1.42252  0.79108  -0.83453
C  0.80310  2.07591  -0.48284
C  -0.35697  2.25088  -1.33820
C  -0.31301  1.22269  -2.28723
C  0.83137  0.43226  -2.12049
C  1.47463  -0.38290  -3.20928
C  2.82622  -0.95347  -2.76775
C  1.71177  0.57914  -4.39137
C  0.53552  -1.51587  -3.65343
C  -1.47420  3.27714  -1.35586
C  -0.91825  4.66177  -1.75935
C  -2.21824  3.34107  -0.00751
C  -2.52405  2.90966  -2.41663
C  1.58378  3.02144  0.39288
C  2.56624  2.25170  1.29470
C  2.41082  3.88247  -0.59989
C  0.77278  3.94350  1.31477
H  2.49342  0.69872  -0.70195
H  -1.01333  1.10129  -3.09860
H  3.56647  -0.15917  -2.65950
H  3.19786  -1.64870  -3.52011
H  2.74111  -1.48218  -1.81702
H  2.27671  1.45480  -4.06631
H  0.77508  0.91902  -4.83303
H  2.28822  0.06954  -5.16406
H  0.39877  -2.23334  -2.84210
H  0.96645  -2.03883  -4.50763
H  -0.44370  -1.13632  -3.94792
H  -0.33513  5.13489  -0.97486
H  -1.75488  5.32086  -1.98978
H  -0.30048  4.57818  -2.65561
H  -1.55587  3.29817  0.84937
H  -2.91208  2.50400  0.07147
H  -2.79637  4.26387  0.04541
H  -2.12418  2.97317  -3.42996
H  -3.34885  3.61748  -2.34563
H  -2.93095  1.91038  -2.24818
H  3.42817  1.86904  0.74701
H  2.05320  1.42004  1.78165
H  2.94774  2.91765  2.06674
H  2.98828  3.25491  -1.28198
H  3.10600  4.49997  -0.03002
H  1.77545  4.53607  -1.19241
H  0.22084  3.35711  2.05198
H  0.08070  4.58677  0.78496
H  1.47006  4.58722  1.85007
O  -1.01568  0.54496  0.80148
N  -2.14103  0.24220  1.35836
N  -2.33021  -0.99691  1.47700
O  -1.43538  -1.87654  1.05206
C  -3.53015  -1.48945  2.08640
C  -4.44848  -0.59834  2.63775
C  -5.59289  -1.10235  3.22579
C  -5.81888  -2.47277  3.26444
C  -4.89867  -3.34802  2.70727
C  -3.74669  -2.86067  2.11378
H  -4.26357  0.46444  2.59983
H  -6.31323  -0.42083  3.65621
H  -6.71679  -2.85623  3.72953
H  -5.08106  -4.41323  2.73008
H  -3.02872  -3.53370  1.66858
C  3.14390  -1.16141  2.44906
P  1.34170  -1.31514  2.30039
C  0.65305  -0.42044  3.71575
C  1.00277  -3.09154  2.59296
C  1.55177  -3.89512  1.41618
P  1.04415  -3.20660  -0.23085
C  -0.41318  -4.19540  -0.70179
C  2.33593  -3.94875  -1.28233
H  3.46531  -1.74369  3.31381
H  3.42473  -0.12034  2.59999
H  3.64346  -1.53342  1.55523
H  1.23073  -0.66358  4.60846
H  -0.38714  -0.70524  3.87413
H  0.70301  0.65436  3.53997
H  -0.07838  -3.20919  2.67103
H  1.45206  -3.41335  3.53506
H  1.23354  -4.93702  1.47223
H  2.64465  -3.89013  1.43822
H  -0.18136  -5.25409  -0.58023
H  -0.65721  -4.01160  -1.74846
H  -1.27279  -3.93234  -0.09046
H  2.34160  -5.01756  -1.06602
H  3.31894  -3.53419  -1.06302
H  2.11674  -3.80431  -2.33923

Atomic forces in eV per Å
-0.6 0.2 0.9
0.0 -0.3 0.0
0.1 -0.1 -0.1
-0.2 -0.2 -0.1
0.0 -0.1 0.1
0.3 0.3 -0.1
0.0 -0.2 0.0
-0.1 0.2 0.0
0.0 0.0 0.0
0.0 0.1 0.0
-0.1 0.3 0.0
0.0 -0.1 0.0
0.1 -0.1 0.0
0.1 0.0 0.0
0.0 0.2 0.1
-0.1 0.0 -0.1
0.0 0.0 0.0
0.0 -0.1 -0.1
0.0 -0.1 0.0
0.0 0.0 0.0
0.0 0.0 0.0
0.0 0.0 0.0
0.1 0.0 0.0
0.0 0.0 0.0
0.0 0.0 0.0
0.0 0.0 0.0
-0.1 0.0 0.0
0.0 0.0 0.0
0.0 0.0 0.0
0.0 0.0 0.0
0.0 0.0 0.0
0.0 0.1 0.0
0.0 0.0 0.0
0.0 0.0 0.0
0.0 0.0 0.0
0.0 0.0 0.0
0.0 0.0 0.0
0.0 0.0 0.0
0.0 -0.1 0.0
0.0 0.1 0.0
0.0 0.0 0.0
0.0 0.0 0.0
0.0 0.0 0.0
0.0 0.0 0.0
0.0 0.1 0.0
0.0 0.0 0.0
0.0 0.0 0.0
0.1 0.0 -0.1
-0.1 -0.2 0.1
0.3 0.3 -0.1
1.0 0.6 -0.6
-0.6 -0.3 0.3
0.3 0.1 -0.1
0.0 0.0 0.0
0.0 0.0 0.0
-0.1 0.1 0.1
0.2 0.1 -0.1
0.0 0.0 0.0
0.0 0.0 0.0
0.0 0.0 0.0
0.0 0.0 0.0
0.0 0.0 0.0
-0.1 0.1 -0.2
-0.4 -0.5 -0.3
0.0 0.0 -0.1
0.1 0.1 0.0
0.0 0.1 -0.1
-0.1 -0.3 0.4
0.1 0.0 0.0
-0.1 0.3 -0.1
0.0 0.0 0.0
0.0 0.0 0.0
0.0 0.0 0.0
0.0 0.0 0.0
0.0 0.0 0.0
0.0 0.0 0.0
0.0 0.0 0.1
0.0 0.0 0.0
0.0 0.0 0.0
0.0 0.0 0.0
0.0 0.0 0.0
0.0 0.0 0.0
0.0 0.0 0.0
0.0 0.0 0.0
0.0 0.0 0.0
0.0 0.0 0.0

## Properties
Total charge   +2
E   -58650.4022 eV
2S+1   4
Energy relative to the best compared isomer or geometry (same formula, charge and spin)   0.996 eV
<S²>   3.776

Löwdin atomic charge list, values in e, 2 entries:
1 Re 1.165
2 C -0.221